1.
Computed, not measured: the ion C4H6N3 with charge +1 in a non-equilibrium geometry, with the ωB97M-V functional and the def2-TZVPD basis.

```
13
Properties=species:S:1:pos:R:3:mulliken_spin:R:1
C -1.22234 -1.55936 0.03444 0.34
C 1.73572 0.52171 0.19304 0.31
C -2.64635 1.45039 0.07415 0.59
C 0.52022 0.19842 -0.30175 -0.01
N -2.39582 -0.94649 0.08221 0.28
N -2.57457 0.29138 0.09053 0.04
N 0.01147 -1.16134 -0.08980 0.41
H -1.11688 -2.64944 0.29624 0.02
H 2.01909 1.48674 0.11985 0.02
H 2.38049 -0.17786 0.78101 0.01
H -2.75016 2.49832 -0.13189 0.01
H -0.13277 0.88658 -0.79015 -0.01
H 0.66912 -1.92709 0.21417 -0.02
```

Summary:
Energy ... -8701.0643 eV
Spin multiplicity ... 3
Molecular weight ... 96.11 g mol⁻¹
Lowest unoccupied orbital energy (spin up / spin down) ... -3.454 / -8.196 eV
Charge ... +1
Energy above the lowest of the compared OMol25 structures with the same formula, charge and spin ... 250.8 kJ/mol

---

2.
Computed, not measured: a structure of composition C38H47KN2Si, with the ωB97M-V functional and the def2-TZVPD basis.

```
89
Properties=species:S:1:pos:R:3:mulliken_charge:R:1
K -0.36271 0.09853 -0.81838 1.10
C 5.65094 -0.96151 0.89719 -1.60
C 4.77791 0.25828 0.58781 1.55
C 5.30362 1.49534 1.31424 -1.56
C 4.63404 0.46093 -0.91441 0.21
C 5.78991 0.60532 -1.67769 -0.10
C 5.77725 0.57631 -3.06455 -1.79
C 4.54988 0.37018 -3.69608 0.33
C 3.36773 0.25280 -2.98790 0.41
C 2.06233 0.08151 -3.74658 1.33
C 2.05108 -1.18155 -4.60816 -1.62
C 1.72729 1.31622 -4.58652 -1.47
C 3.35827 0.35146 -1.55376 -0.62
N 2.17382 0.29831 -0.90155 -0.08
C 1.97802 1.08655 0.22647 -0.19
C 1.17232 0.81934 1.29441 -0.22
N 0.45404 -0.35701 1.50823 -0.26
C 0.02871 -0.69655 2.73769 -0.42
C -1.03299 -1.67614 2.82888 0.32
C -1.64770 -1.94742 4.03169 0.20
C -1.25021 -1.33992 5.22739 -1.72
C -0.12899 -0.52696 5.17821 -0.26
C 0.55447 -0.23984 3.99823 0.56
C 1.93873 0.38782 4.13351 1.89
C 2.83656 -0.44670 5.05626 -1.73
C 1.91872 1.83996 4.61166 -1.60
C -1.43872 -2.46000 1.59015 1.37
C -0.87833 -3.88634 1.65385 -1.67
C -2.94681 -2.48530 1.34129 -1.41
H 5.68020 -1.15161 1.97492 0.40
H 6.68005 -0.81906 0.55108 0.31
H 5.25298 -1.85060 0.40416 0.41
H 3.78850 0.04712 0.98732 -0.42
H 6.29807 1.77682 0.94978 0.37
H 5.38020 1.31385 2.39143 0.37
H 4.63593 2.34452 1.15885 0.31
H 6.74353 0.70291 -1.16259 0.27
H 6.69138 0.68378 -3.63615 0.32
H 4.51672 0.32025 -4.78236 0.26
H 1.27666 -0.01305 -2.99751 -0.57
H 2.81874 -1.13657 -5.38804 0.27
H 1.08248 -1.30991 -5.10138 0.44
H 2.24872 -2.06774 -4.00091 0.39
H 2.47949 1.47196 -5.36778 0.30
H 1.70578 2.21075 -3.96086 0.36
H 0.75015 1.21301 -5.06800 0.41
H 2.44743 2.07654 0.23168 0.28
H 1.02225 1.66582 1.96939 -0.07
H -2.46647 -2.66277 4.04744 0.24
H -1.75524 -1.54824 6.16199 0.33
H 0.26745 -0.12885 6.11024 0.21
H 2.40963 0.36897 3.15366 -0.75
H 2.51112 -0.39652 6.10052 0.35
H 3.86952 -0.08382 5.01551 0.39
H 2.82855 -1.49689 4.75774 0.41
H 1.45860 1.90438 5.60399 0.32
H 1.34169 2.47375 3.93689 0.40
H 2.93218 2.24822 4.68441 0.37
H -0.94155 -1.98619 0.74341 -0.46
H -1.27051 -4.41525 2.52934 0.30
H 0.21089 -3.86710 1.73294 0.40
H -1.14845 -4.45903 0.75946 0.42
H -3.46436 -3.06366 2.11467 0.32
H -3.17608 -2.95034 0.37762 0.35
H -3.36898 -1.48010 1.32857 0.27
C -6.04153 4.04811 0.49557 -0.29
C -5.10702 3.23700 1.13283 -0.64
C -4.39725 2.28774 0.41212 -0.13
C -4.57236 2.10399 -0.97287 0.08
C -5.51816 2.93887 -1.58299 -0.12
C -6.24355 3.88999 -0.86763 -0.65
Si -3.36417 0.87379 -1.85860 -0.60
C -4.48096 -0.24838 -2.98509 0.26
C -5.44339 0.17412 -3.91115 -0.12
C -6.08688 -0.71016 -4.77564 -0.68
C -5.78976 -2.06464 -4.74915 -0.29
C -4.84079 -2.52101 -3.83793 -0.60
C -4.21000 -1.63122 -2.98098 -0.08
H -6.59566 4.79377 1.05362 0.33
H -4.93742 3.33621 2.19921 0.36
H -3.68460 1.66232 0.94177 0.35
H -5.69308 2.86668 -2.65220 0.16
H -6.96645 4.51262 -1.38404 0.34
H -3.29530 -0.12357 -0.70335 -0.18
H -5.70216 1.22648 -3.97823 0.07
H -6.82132 -0.33097 -5.47872 0.34
H -6.28259 -2.75333 -5.42575 0.34
H -4.59871 -3.57742 -3.79045 0.35
H -3.48332 -2.01998 -2.27335 0.19
```

Summary:
Energy ... -67351.9566 eV
Molecular weight ... 598.99 g mol⁻¹
Lowest unoccupied orbital energy ... 4.232 eV
Charge ... -2
Energy above the lowest of the compared OMol25 structures with the same formula, charge and spin ... 0.0 kJ/mol

---

3.
Computed, not measured: a cluster of 9 separate species, C36H63N9 in total in a non-equilibrium geometry, with the ωB97M-V functional and the def2-TZVPD basis.

```
108
Properties=species:S:1:pos:R:3:mulliken_charge:R:1
C -5.72079 6.26546 -16.81849 -1.48
C -5.46390 5.50746 -18.12283 0.50
C -6.06210 6.13877 -19.35985 0.66
C -5.34659 7.35765 -19.76690 0.05
N -4.68281 8.25443 -20.01998 -0.52
H -5.07788 5.86255 -16.03828 0.39
H -6.76224 6.18440 -16.50823 0.36
H -5.46932 7.31869 -16.95289 0.36
H -5.72237 4.44977 -18.04540 -0.26
H -4.37937 5.41505 -18.25589 0.08
H -7.12502 6.37110 -19.25431 0.55
H -6.01571 5.44084 -20.20124 -0.74
C -3.21702 0.04799 -25.78268 -1.25
C -2.48656 0.45179 -24.50594 -0.22
C -1.82659 1.83006 -24.54694 0.61
C -0.89999 1.99441 -25.67304 0.02
N -0.18972 2.13888 -26.55795 -0.49
H -4.12225 0.61504 -26.00362 0.26
H -3.56457 -0.97719 -25.62844 0.39
H -2.56492 0.06540 -26.65402 0.37
H -1.74728 -0.31503 -24.26722 0.37
H -3.17701 0.47473 -23.65787 0.07
H -1.32295 2.12821 -23.62446 0.33
H -2.59808 2.60075 -24.63159 -0.42
C -7.36839 2.24355 -19.81620 -0.34
C -7.89496 1.40051 -18.65664 -0.96
C -6.77866 0.61502 -17.98194 -0.05
C -5.73054 1.45931 -17.38908 0.31
N -4.87648 2.12299 -16.99896 -0.52
H -6.80901 1.65233 -20.54542 0.05
H -6.76622 3.08245 -19.46582 -0.08
H -8.18485 2.67138 -20.40919 0.50
H -8.56879 0.65103 -19.07367 0.41
H -8.40690 2.03983 -17.93878 0.32
H -6.28665 -0.05729 -18.68961 -0.07
H -7.19192 -0.06576 -17.23489 0.43
C -4.94709 8.23852 -25.09684 -1.33
C -4.42933 7.90036 -23.69620 -0.83
C -4.42915 6.41102 -23.37767 1.27
C -3.63492 5.60846 -24.30492 0.18
N -2.97624 4.96051 -24.98646 -0.53
H -4.17106 8.05104 -25.84253 0.35
H -5.15047 9.30799 -25.17393 0.40
H -5.83933 7.67530 -25.37024 0.29
H -4.96775 8.48761 -22.95139 0.42
H -3.41504 8.30829 -23.64328 0.28
H -5.44725 6.02527 -23.32509 -0.07
H -3.95308 6.28315 -22.39876 -0.48
C 0.41781 8.29751 -18.36414 -0.80
C -0.04005 9.01262 -19.62093 -0.58
C -1.44858 8.63931 -20.08263 -0.45
C -1.65175 7.21522 -20.24238 0.33
N -1.86043 6.09266 -20.36827 -0.49
H -0.10613 8.75264 -17.51660 0.30
H 1.47039 8.45250 -18.13644 0.35
H 0.18331 7.23461 -18.41412 0.02
H 0.66128 8.90012 -20.45316 0.34
H 0.00119 10.09272 -19.44713 0.32
H -1.71444 9.05621 -21.05842 0.26
H -2.24167 8.96449 -19.40358 0.34
C -8.28923 1.68452 -25.12622 -1.29
C -8.07559 2.11212 -23.67547 -0.63
C -7.08729 3.28029 -23.56445 1.31
C -7.41734 4.44014 -24.40776 0.05
N -7.62101 5.36308 -25.05999 -0.56
H -8.65945 2.50040 -25.74256 0.37
H -8.97798 0.84052 -25.17874 0.39
H -7.35660 1.32737 -25.57198 0.24
H -7.77863 1.30597 -23.00862 0.36
H -9.02642 2.50049 -23.29744 0.36
H -6.06739 3.01003 -23.85163 -0.13
H -7.06496 3.62918 -22.52912 -0.47
C -4.29567 -6.01889 -19.38635 -1.14
C -3.16824 -4.98541 -19.27750 -0.55
C -3.64423 -3.55272 -19.52685 -0.20
C -4.78849 -3.15431 -18.68187 0.27
N -5.68351 -2.83357 -18.04568 -0.51
H -3.95317 -7.00321 -19.07518 0.34
H -4.62324 -6.12018 -20.42308 0.28
H -5.13431 -5.67406 -18.78363 0.37
H -2.37189 -5.16753 -20.00111 0.33
H -2.70887 -5.06693 -18.29106 0.32
H -4.04259 -3.44207 -20.53812 0.25
H -2.86282 -2.81916 -19.33853 0.26
C -3.99496 3.10566 -21.54446 0.17
C -3.33389 2.95700 -20.18560 0.95
C -2.67356 1.58866 -20.02235 0.15
C -3.59009 0.44340 -20.16119 -0.18
N -4.33983 -0.42454 -20.22297 -0.54
H -4.46359 4.09123 -21.61457 -0.52
H -4.73261 2.32492 -21.73212 0.27
H -3.28266 3.08676 -22.37429 0.00
H -4.07361 3.00931 -19.37891 -0.69
H -2.67168 3.78507 -19.92943 -0.04
H -2.28330 1.45879 -19.00690 -0.07
H -1.78503 1.43066 -20.63785 0.58
C 1.19932 1.75704 -18.47273 -1.36
C 0.04333 2.48280 -17.80276 0.19
C 0.42746 3.59477 -16.81310 -0.54
C 1.21259 4.62821 -17.48588 0.26
N 1.86696 5.40698 -18.01902 -0.47
H 1.69711 2.43766 -19.16545 0.37
H 0.80740 0.91983 -19.05173 0.37
H 1.94005 1.36939 -17.77413 0.33
H -0.62803 1.77162 -17.31337 0.51
H -0.59578 2.97042 -18.54564 -0.29
H 1.06763 3.19597 -16.02178 0.34
H -0.47540 4.00096 -16.36204 0.32
```

Summary:
Energy ... -51763.5197 eV
Structure (SMILES) ... CCCC#N.CCCC#N.CCCC#N.CCCC#N.CCCC#N.CCCC#N.CCCC#N.CCCC#N.CCCC#N
Molecular weight ... 621.96 g mol⁻¹
Lowest unoccupied orbital energy ... 0.255 eV
Energy above the lowest of the compared OMol25 structures with the same formula, charge and spin ... 48.2 kJ/mol

---

Q: Look up the energy above the lowest of the compared OMol25 structures with the same formula, charge and spin of the second one.
A: 0.0 kJ/mol